1.
DFT (ωB97M-V/def2-TZVPD) results for a cluster of 2 separate species, C4H10NSi in total at a distorted geometry.

Geometry as ORCA input:
```
! RIJCOSX wB97M-V def2-TZVPD def2/J DEFGRID3
* xyz 1 1
C -1.89 0.24 -0.12
C -3.14 -0.11 -0.68
C 2.73 -2.40 -0.50
C 0.55 2.41 1.12
N -0.84 0.51 0.23
Si 1.00 0.73 0.67
H -3.04 -0.43 -1.72
H -3.77 -0.64 0.07
H -3.62 0.81 -0.73
H 3.54 -2.87 -1.04
H 1.93 -3.10 -0.39
H 2.41 -1.48 -1.07
H 1.20 3.02 1.86
H 0.27 3.07 0.23
H -0.41 2.31 1.55
H 3.08 -2.06 0.51
*
```

Kohn-Sham gap, eV: 8.4
Lowest unoccupied orbital energy, eV: -5.4
HOMO, eV: -13.76
Molar mass, g mol⁻¹: 100.217

=====

2.
DFT (ωB97M-V/def2-TZVPD) results for a structure of composition C38H53N4OPPdSb at a distorted geometry.

Geometry as ORCA input:
```
! RIJCOSX wB97M-V def2-TZVPD def2/J DEFGRID3
* xyz 3 5
Pd 0.11 -2.47 -1.51
C 1.88 -3.77 -1.88
C 0.83 -4.68 -2.22
C 0.21 -4.21 -3.40
C 0.91 -3.00 -3.80
C 1.92 -2.73 -2.87
H 2.58 -3.94 -1.09
H 0.61 -5.56 -1.62
H -0.53 -4.80 -3.97
H 0.61 -2.43 -4.65
H 2.56 -1.88 -2.89
N 1.29 0.93 -1.63
H 1.49 0.31 -2.43
H 1.12 0.45 -0.75
H 2.18 1.43 -1.54
O 0.95 -1.39 1.39
P 1.73 -1.31 2.66
N 2.62 -2.72 2.94
C 3.54 -2.88 4.11
C 2.94 -4.13 4.71
C 2.80 -5.01 3.47
C 2.25 -4.05 2.42
N 0.57 -1.46 3.86
C -0.63 -2.14 3.55
C -1.68 -1.78 4.64
C -0.77 -1.62 5.79
C 0.54 -1.00 5.20
N 2.60 0.00 3.08
C 4.09 0.07 3.06
C 4.38 1.51 2.66
C 3.18 2.28 3.11
C 2.05 1.32 2.74
H 3.54 -1.95 4.67
H 4.60 -3.08 3.72
H 1.91 -3.90 5.14
H 3.59 -4.62 5.43
H 2.14 -5.87 3.60
H 3.78 -5.30 3.11
H 1.18 -4.00 2.27
H 2.71 -4.18 1.42
H -0.44 -3.17 3.78
H -0.82 -2.10 2.48
H -2.45 -2.52 4.83
H -2.15 -0.87 4.31
H -0.49 -2.50 6.33
H -1.21 -0.95 6.54
H 1.45 -1.31 5.70
H 0.49 0.08 5.15
H 4.55 -0.60 2.34
H 4.60 -0.12 4.03
H 4.41 1.58 1.60
H 5.33 1.86 2.97
H 3.02 3.14 2.48
H 3.11 2.56 4.17
H 1.82 1.35 1.65
H 1.12 1.51 3.29
C -3.53 2.22 -4.82
C -2.11 1.95 -5.32
C -1.83 1.46 -6.60
C -0.59 1.09 -6.99
C 0.51 1.28 -6.15
C 0.30 1.69 -4.84
C -0.97 1.98 -4.38
Sb -1.18 2.48 -2.35
C -2.73 3.87 -1.98
C -3.70 3.61 -0.97
C -4.67 4.58 -0.71
C -4.70 5.71 -1.46
C -3.69 5.99 -2.41
C -2.65 5.10 -2.61
C -1.47 5.50 -3.50
C -1.75 0.63 -1.35
C -1.75 -0.56 -2.11
C -2.24 -1.72 -1.59
C -2.52 -1.79 -0.20
C -2.41 -0.63 0.58
C -2.04 0.61 0.03
C -1.59 1.72 1.04
H -4.27 2.26 -5.62
H -3.59 3.19 -4.33
H -3.86 1.45 -4.12
H -2.63 1.37 -7.33
H -0.42 0.72 -7.94
H 1.54 1.12 -6.51
H 1.15 1.93 -4.25
H -3.63 2.65 -0.49
H -5.31 4.48 0.17
H -5.47 6.46 -1.36
H -3.61 7.00 -2.91
H -1.82 6.26 -4.23
H -1.14 4.70 -4.12
H -0.73 5.95 -2.89
H -1.39 -0.59 -3.13
H -2.34 -2.60 -2.15
H -2.87 -2.71 0.20
H -2.63 -0.72 1.62
H -2.25 1.77 2.00
H -1.56 2.67 0.62
H -0.55 1.50 1.32
*
```

Kohn-Sham gap (spin up / spin down), eV: 8.6 / 5.3
Lowest unoccupied orbital energy (spin up / spin down), eV: -6.8 / -10.3
HOMO (spin up / spin down), eV: -15.37 / -15.62
Molar mass, g mol⁻¹: 841.023
⟨S²⟩: 6.023

=====

3.
DFT (ωB97M-V/def2-TZVPD) results for a cluster of 2 separate species, C2H4ClI in total at a distorted geometry.

Geometry as ORCA input:
```
! RIJCOSX wB97M-V def2-TZVPD def2/J DEFGRID3
* xyz 0 1
C -1.76 -0.10 -0.07
C -0.49 0.15 0.12
Cl 0.18 1.65 -0.13
I 3.68 0.27 -0.14
H -2.14 -1.12 -0.08
H -2.49 0.55 -0.54
H 2.69 -0.90 0.43
H 0.33 -0.51 0.40
*
```

Kohn-Sham gap, eV: 10.1
Lowest unoccupied orbital energy, eV: 0.4
SMILES: C=CCl.I
HOMO, eV: -9.74
Molar mass, g mol⁻¹: 190.411

=====

4.
DFT (ωB97M-V/def2-TZVPD) results for an isolated molecule of C3H6N4O at a distorted geometry.

Geometry as ORCA input:
```
! RIJCOSX wB97M-V def2-TZVPD def2/J DEFGRID3
* xyz 0 1
C -0.02 1.07 -0.46
C 0.37 -1.02 0.38
C -0.72 -0.18 0.00
H -1.45 2.05 -1.18
H -0.18 3.13 -0.64
H 1.54 -2.36 1.39
H -0.15 -3.01 0.87
H -2.56 -0.06 1.14
H -2.53 -1.26 -0.17
N -0.64 2.33 -0.39
N 1.29 0.97 -0.36
N 0.74 -2.34 0.59
N -2.17 -0.31 0.13
O 1.62 -0.29 -0.09
*
```

Kohn-Sham gap, eV: 8.8
Lowest unoccupied orbital energy, eV: 0.5
SMILES: Nc1noc(N)c1N
HOMO, eV: -8.29
Molar mass, g mol⁻¹: 114.108

=====

Energy relative to the best compared isomer or geometry (same formula, charge and spin) per entry: 1.987, 1.008, 1.000, 4.401 eV